Below is a structure of composition C32H30CrF6N4O6P3S4Se2, with properties calculated with ωB97M-V/def2-TZVPD.

Its total energy is -298547.450 eV. Its expectation value of S² is 2.053. The multiplicity is 3. As for the total charge: -1. Its LUMO energy (alpha / beta) is 0.0862 / 0.0862 Eh. The calculation puts the gap between HOMO and LUMO (alpha / beta) at 7.095 / 7.160 eV.

Each line ends with the Mulliken charge.
Geometry (Å):
Cr  -2.11731  1.11277  -1.28879  1.094
Se  2.46276  -2.72137  3.06387  -0.363
P  2.40412  -2.01917  1.07544  1.304
C  4.02834  -1.33872  0.58652  0.382
C  4.16975  -0.25413  -0.27259  -0.221
C  5.43480  0.21655  -0.59670  -0.668
C  6.56517  -0.39820  -0.08104  -0.485
C  6.42897  -1.48534  0.77163  -0.703
C  5.16771  -1.94674  1.11153  -0.613
C  2.05747  -3.36920  -0.08313  0.376
C  2.99406  -3.82316  -0.99962  -0.397
C  2.67051  -4.86721  -1.85584  -0.765
C  1.41331  -5.44617  -1.80435  -0.554
C  0.47419  -4.98705  -0.88971  -0.674
C  0.79613  -3.95618  -0.02654  0.080
C  1.20252  -0.78354  0.51667  1.124
C  0.19142  0.07880  0.95812  -1.846
N  -0.36801  0.57935  -0.16458  0.825
N  0.23764  0.03766  -1.21628  -0.334
N  1.17771  -0.77024  -0.83971  -0.705
P  -0.42241  0.57617  2.58357  0.920
Se  -1.23101  2.50788  2.64081  -0.438
C  -1.60782  -0.73004  3.02553  0.036
C  -2.95995  -0.41442  3.07204  -0.867
C  -3.89495  -1.41396  3.30196  -0.682
C  -3.48170  -2.72232  3.49952  -0.531
C  -2.12828  -3.03597  3.46918  -0.862
C  -1.19153  -2.04424  3.22891  0.478
C  1.00742  0.42899  3.67686  0.253
C  0.86190  -0.02037  4.98246  -0.245
C  1.95338  -0.02556  5.83631  -0.714
C  3.18588  0.43217  5.39453  -0.492
C  3.32660  0.90630  4.09856  -0.550
C  2.23949  0.90895  3.24256  -0.308
H  3.29446  0.21450  -0.70188  0.426
H  5.53030  1.06642  -1.25999  0.414
H  7.54963  -0.02943  -0.33935  0.370
H  7.30528  -1.96957  1.18305  0.407
H  5.05530  -2.77114  1.80427  0.335
H  3.96936  -3.35854  -1.05980  0.320
H  3.40024  -5.21401  -2.57616  0.390
H  1.15655  -6.24600  -2.48690  0.356
H  -0.51718  -5.41785  -0.86311  0.381
H  0.05743  -3.58987  0.67860  0.236
H  -3.27330  0.60778  2.90662  0.467
H  -4.94777  -1.16412  3.31271  0.425
H  -4.21365  -3.50067  3.67511  0.383
H  -1.79657  -4.05480  3.62586  0.469
H  -0.13892  -2.29822  3.19721  0.047
H  -0.09841  -0.38007  5.32903  0.424
H  1.84067  -0.39345  6.84775  0.386
H  4.03896  0.41605  6.06037  0.380
H  4.28727  1.26135  3.74843  0.400
H  2.34872  1.27850  2.22975  0.440
C  0.02591  5.73550  0.85248  -1.345
C  -0.43364  4.70999  -0.15475  0.253
O  -1.85408  4.53365  0.00747  -0.228
P  -2.54792  3.55157  -1.05927  0.353
S  -4.01412  1.24387  0.14714  -0.254
S  -4.45962  3.23930  -0.36477  -0.346
O  -2.71896  4.64136  -2.25937  -0.357
C  -2.78309  4.19720  -3.61749  0.400
C  -2.40107  5.35520  -4.51055  -1.370
H  1.09484  5.91786  0.73186  0.380
H  -0.15108  5.37330  1.86433  0.224
H  -0.50622  6.67591  0.70946  0.353
H  0.05507  3.74666  0.01388  -0.049
H  -0.22677  5.04835  -1.17541  0.360
H  -3.79772  3.85076  -3.83409  0.290
H  -2.09813  3.35957  -3.75772  -0.074
H  -3.07044  6.20072  -4.35319  0.316
H  -2.46217  5.05246  -5.55676  0.370
H  -1.38052  5.67833  -4.30448  0.315
F  -4.48552  -3.19051  -1.54715  -0.205
C  -4.14039  -2.48996  -2.62786  0.537
F  -4.23524  -3.28432  -3.69573  -0.224
F  -4.98330  -1.47674  -2.77445  -0.192
S  -2.40681  -1.88413  -2.43415  1.193
O  -2.48351  -1.04332  -1.25388  -0.545
O  -1.61071  -3.06110  -2.40329  -0.589
N  -2.17158  -1.05834  -3.75443  -0.611
S  -2.30745  0.48762  -3.80642  1.127
O  -1.10104  1.22667  -3.52242  -0.486
O  -3.46297  1.05593  -3.12337  -0.705
C  -2.63196  0.68690  -5.60826  0.415
F  -2.75991  1.98754  -5.88440  -0.184
F  -1.62905  0.19617  -6.32601  -0.212
F  -3.75745  0.06693  -5.94625  -0.218

=====

Below is a structure of composition C29H20F8InO2P, with properties calculated with ωB97M-V/def2-TZVPD.

Its total energy is -70695.931 eV. The multiplicity is 1. Its LUMO energy is 0.0083 Eh. The calculation puts the gap between HOMO and LUMO at 9.263 eV.

Each line ends with the Mulliken charge.
Geometry (Å):
In  -1.84569  -0.26513  -1.31735  1.314
C  3.15596  0.55455  1.62271  -1.485
C  2.32330  1.79580  1.45095  1.319
C  2.70733  2.96423  2.10190  -0.898
C  1.97094  4.13419  1.99689  -0.721
C  0.81971  4.16602  1.22600  -0.828
C  0.41639  3.01323  0.57415  -1.023
C  1.15603  1.83500  0.67636  0.674
P  0.47874  0.41945  -0.21702  0.294
C  0.69455  -1.08629  0.78367  1.499
C  1.33808  -2.19944  0.24986  -1.266
C  1.36511  -3.40092  0.93870  -0.915
C  0.73975  -3.49243  2.17294  -0.771
C  0.11058  -2.38144  2.71361  -0.741
C  0.07536  -1.16563  2.03871  1.041
C  -0.59280  0.02034  2.67634  -1.821
C  1.42251  0.23248  -1.74974  0.989
C  2.59621  0.95462  -1.96336  -1.378
C  3.19390  0.97565  -3.20996  -0.890
C  2.60744  0.28013  -4.25840  -0.819
C  1.44469  -0.43995  -4.05248  -0.914
C  0.82780  -0.48705  -2.80254  1.299
C  -0.42926  -1.26308  -2.61434  -1.919
H  4.15463  0.82096  1.96597  0.547
H  3.25457  -0.00864  0.69482  0.226
H  2.71316  -0.11924  2.35913  0.276
H  3.60701  2.95238  2.70440  0.450
H  2.30090  5.02275  2.51889  0.397
H  0.23856  5.07267  1.13575  0.447
H  -0.48810  3.02220  -0.02293  0.486
H  1.82200  -2.12281  -0.71669  0.601
H  1.86429  -4.25911  0.51059  0.447
H  0.73757  -4.42859  2.71479  0.407
H  -0.37415  -2.45610  3.67968  0.471
H  -1.23795  -0.29832  3.49410  0.481
H  -1.20628  0.58405  1.96765  0.295
H  0.14443  0.71990  3.07707  0.278
H  3.02945  1.53182  -1.15639  0.342
H  4.09841  1.54691  -3.36736  0.459
H  3.05417  0.30539  -5.24299  0.402
H  0.99048  -0.97830  -4.87482  0.462
H  -0.25245  -2.17672  -2.04305  0.525
H  -0.86972  -1.54639  -3.56773  0.626
F  -2.03849  -3.39490  -0.59522  -0.392
C  -2.71622  -2.71372  0.35140  0.703
C  -2.87029  -1.34817  0.23494  -0.754
C  -3.54661  -0.72373  1.26280  0.480
F  -3.68506  0.61259  1.25989  -0.422
C  -4.05458  -1.40686  2.35624  0.268
F  -4.68207  -0.76565  3.34325  -0.335
C  -3.88344  -2.78017  2.42843  0.815
F  -4.35571  -3.45722  3.47297  -0.325
C  -3.20787  -3.44499  1.41911  0.387
F  -3.02655  -4.76506  1.49934  -0.350
F  -0.70968  2.31935  -2.66344  -0.211
C  -1.79457  2.31643  -3.47999  0.760
F  -1.67358  1.23256  -4.27455  -0.246
F  -1.72518  3.39478  -4.24325  -0.279
C  -3.10458  2.23856  -2.64545  0.457
O  -3.94060  3.08657  -2.78837  -0.609
O  -3.14257  1.25049  -1.80656  -0.616

=====

Below is a structure of composition C7H9N3O2 at a distorted geometry, with properties calculated with ωB97M-V/def2-TZVPD.

Its total energy is -15967.026 eV. The multiplicity is 1. Its LUMO energy is 0.0189 Eh. The calculation puts the gap between HOMO and LUMO at 8.960 eV.

Each line ends with the Mulliken charge.
Geometry (Å):
C  -2.42331  -0.24675  0.64191  -0.489
C  -0.56620  -1.21943  0.28088  0.602
C  -0.46693  0.07516  -0.07898  -0.041
C  2.04066  0.78097  0.21304  0.342
C  0.68708  -2.06021  0.16159  -0.808
C  1.39874  -0.00292  -0.86293  0.186
C  -1.73094  2.16254  -0.15237  -0.867
N  -1.77955  -1.39828  0.82770  -0.727
N  -1.62312  0.71666  0.02391  0.026
N  1.48576  -1.40513  -0.96960  -0.445
O  2.56070  0.22309  1.33661  -0.499
O  1.93463  1.97663  0.17793  -0.552
H  -3.34812  -0.14064  0.99312  0.577
H  1.12087  -2.04104  1.20117  0.173
H  0.65772  -3.02549  -0.21023  0.503
H  1.31735  0.44175  -1.88563  0.311
H  -1.76244  2.81590  0.66912  0.299
H  -0.91274  2.36042  -0.87529  0.288
H  -2.64105  2.31399  -0.61182  0.403
H  2.83001  -0.67644  1.03241  0.381
H  1.22089  -1.65080  -1.91253  0.336

=====

multiplicity of number 3 (C7H9N3O2)?
1